Record 1
{"formula": "C24H54F6N6O18PS3", "method": "ωB97M-V with the def2-TZVPD basis set", "total_energy_ev": -129632.083, "homo_lumo_gap_ev": 7.491, "total_charge": -1, "lumo_energy_ev": 1.8, "elements": ["P", "F", "F", "F", "F", "F", "F", "C", "C", "O", "N", "C", "H", "H", "H", "H", "H", "H", "H", "C", "C", "O", "N", "C", "H", "H", "H", "H", "H", "H", "H", "C", "C", "O", "N", "C", "H", "H", "H", "H", "H", "H", "H", "C", "C", "O", "N", "C", "H", "H", "H", "H", "H", "H", "H", "C", "C", "O", "N", "C", "H", "H", "H", "H", "H", "H", "H", "C", "C", "O", "N", "C", "H", "H", "H", "H", "H", "H", "H", "C", "C", "O", "S", "O", "O", "O", "H", "H", "H", "H", "C", "C", "O", "S", "O", "O", "O", "H", "H", "H", "H", "C", "C", "O", "S", "O", "O", "O", "H", "H", "H", "H"], "xyz": [[-7.095618, -17.386290, -10.568741], [-7.400832, -18.618914, -9.538178], [-5.548223, -17.820259, -10.588365], [-7.433165, -18.427155, -11.768101], [-6.805518, -16.220960, -11.586419], [-8.652967, -16.921543, -10.264818], [-6.722602, -16.391218, -9.334171], [-3.500892, -19.744783, -15.444989], [-4.170628, -18.804629, -14.385478], [-4.225938, -17.591477, -14.620115], [-4.776232, -19.429675, -13.315118], [-5.852088, -18.616771, -12.615577], [-2.807387, -20.506423, -15.088538], [-2.832487, -19.140346, -16.058164], [-4.260722, -20.289879, -16.005022], [-4.954682, -20.421695, -13.379703], [-5.983202, -19.073083, -11.634411], [-6.769105, -18.577399, -13.203472], [-5.647333, -17.552575, -12.498692], [-8.198331, -14.718301, -8.350079], [-7.861211, -13.245329, -8.187826], [-6.665326, -13.051314, -7.820821], [-8.800587, -12.357948, -8.542823], [-8.554880, -10.952186, -8.429769], [-7.895124, -15.024658, -9.351242], [-9.245914, -14.837083, -8.073401], [-7.541343, -15.224464, -7.642785], [-9.423469, -12.644344, -9.284504], [-8.708432, -10.505846, -7.447276], [-9.468015, -10.684508, -8.961399], [-7.860274, -10.397604, -9.060698], [-4.757707, -17.370254, -8.813385], [-4.098819, -17.588544, -7.459939], [-4.110814, -16.657789, -6.606982], [-3.636654, -18.804046, -7.209481], [-3.037665, -19.362474, -6.037152], [-4.076414, -17.796162, -9.549959], [-4.905718, -16.302422, -8.974436], [-5.732211, -17.846030, -8.923371], [-3.589903, -19.465430, -7.971364], [-2.544418, -18.591646, -5.444990], [-2.396330, -20.176691, -6.374531], [-3.840330, -19.751004, -5.410350], [-8.569109, -17.354117, -13.778771], [-9.597117, -16.521106, -12.973148], [-10.812344, -16.671374, -13.167149], [-9.068010, -15.639519, -12.151469], [-9.760549, -14.752698, -11.255625], [-8.555237, -16.961881, -14.795656], [-8.833410, -18.410392, -13.829126], [-7.542356, -17.207478, -13.443546], [-8.067627, -15.501488, -12.135051], [-9.925413, -13.811491, -11.780061], [-9.121868, -14.538497, -10.398707], [-10.676216, -15.155409, -10.822630], [-6.209486, -14.625401, -10.181199], [-5.082429, -13.727133, -10.584887], [-4.194178, -14.142915, -11.347650], [-5.167822, -12.506468, -10.142034], [-4.355528, -11.384719, -10.548884], [-6.041581, -15.109202, -9.218989], [-6.462049, -15.250402, -11.037752], [-7.061183, -13.946465, -10.139320], [-5.794286, -12.457135, -9.351330], [-4.099495, -11.295081, -11.604595], [-3.402992, -11.253659, -10.035467], [-4.952296, -10.509791, -10.291093], [-13.879607, -18.984128, -10.311016], [-12.679495, -18.030890, -10.434505], [-13.019788, -16.874854, -10.754227], [-11.476508, -18.571173, -10.260008], [-10.308452, -17.783913, -10.537674], [-14.686488, -18.602065, -10.936380], [-14.181919, -19.093375, -9.269493], [-13.744812, -19.967138, -10.762268], [-11.417655, -19.579130, -10.285655], [-9.431808, -18.166636, -10.015067], [-10.269314, -16.858220, -9.963510], [-10.100736, -17.590264, -11.590027], [-7.369508, -21.421340, -11.159083], [-8.024864, -20.317133, -10.335329], [-9.435747, -20.625779, -10.146305], [-9.785459, -21.978733, -11.096331], [-10.184044, -21.621933, -12.447707], [-10.601092, -23.005084, -10.313478], [-8.236182, -22.477216, -11.075896], [-6.405801, -21.744317, -10.765305], [-7.244885, -21.123080, -12.200050], [-7.993849, -19.410191, -10.939144], [-7.488417, -20.362841, -9.387578], [-3.424323, -16.161849, -12.647483], [-4.045469, -16.316777, -11.237238], [-3.107173, -16.842079, -10.471306], [-1.547201, -16.813249, -11.096975], [-0.953257, -18.177849, -11.280289], [-0.742581, -15.887656, -10.342328], [-2.020923, -16.048821, -12.516150], [-3.913394, -15.283077, -13.067804], [-3.467684, -17.021320, -13.316449], [-4.827798, -17.074683, -11.196689], [-4.300752, -15.446307, -10.632897], [-7.462671, -18.200482, -7.708177], [-8.748605, -17.227822, -8.011261], [-9.138856, -16.653842, -6.768715], [-8.059515, -17.012439, -5.587531], [-8.756969, -17.306730, -4.319586], [-6.919164, -16.139032, -5.648374], [-7.772018, -18.465976, -6.348699], [-6.497717, -17.720819, -7.872131], [-7.599639, -19.043324, -8.385641], [-9.588294, -17.795366, -8.412415], [-8.439500, -16.469440, -8.730577]], "forces_ev_per_angstrom": [[-1.7, 0.2, 3.2], [3.3, 6.3, -8.2], [-7.0, -4.0, 0.8], [-7.2, 5.6, 4.0], [-1.2, -6.8, -4.8], [9.1, 3.1, -3.6], [-3.2, -5.9, -1.6], [0.6, 0.4, 0.8], [-0.1, -1.1, -1.6], [-0.9, -2.4, -0.7], [0.1, 2.8, -0.6], [4.3, -3.5, -4.5], [-0.3, -0.1, 0.8], [-0.6, 0.2, -0.3], [-0.1, 0.4, -0.2], [0.2, 0.2, -0.1], [2.1, -1.6, -2.5], [1.9, -1.5, -1.6], [1.1, -1.1, -1.1], [-0.8, 2.6, 1.2], [3.4, -2.6, 0.4], [-3.0, 1.5, -0.2], [1.7, 0.0, 0.4], [-2.7, 1.5, -1.3], [-1.4, 0.6, 1.3], [0.1, -0.3, -0.3], [-0.3, 0.4, -0.1], [-0.1, -0.2, 0.4], [0.6, -0.5, 0.1], [-0.4, 1.2, 0.2], [1.0, -0.8, 0.4], [2.9, -1.4, 3.8], [-1.5, 3.8, 1.7], [0.5, -2.1, -1.3], [0.7, -1.8, -1.3], [-0.6, 0.4, 0.8], [-0.4, -0.2, 1.7], [1.2, -0.8, 0.4], [2.9, -0.3, 2.0], [-0.3, 0.5, -0.2], [0.3, -0.1, -0.2], [0.2, 0.2, 0.4], [0.1, -0.3, 0.3], [-0.2, 1.2, -0.4], [-1.3, -0.7, -2.8], [1.3, 0.3, 0.0], [0.3, 1.9, -0.1], [-0.3, 0.8, 0.0], [-0.4, 0.0, -0.1], [-0.1, 0.1, 0.2], [-0.7, 0.2, -0.3], [-1.5, 0.0, -0.7], [-0.5, 0.2, 0.1], [-0.1, 0.0, -0.5], [-0.2, 0.0, -0.6], [2.1, 6.2, -0.5], [0.7, -1.0, -1.7], [-0.5, 5.9, -0.5], [0.3, 1.6, 0.2], [0.0, 0.9, 0.5], [1.1, 3.0, -0.9], [2.5, 4.7, 3.6], [0.5, 0.3, 0.1], [0.0, 0.8, 0.3], [-0.5, -0.7, -0.1], [0.0, -0.4, 0.3], [0.1, 0.2, -0.1], [0.1, -0.4, -0.4], [-3.7, 0.6, -1.3], [2.0, -1.0, 1.0], [0.0, 0.6, -0.4], [-1.9, -2.2, 1.2], [0.0, 0.5, 0.5], [-0.1, 0.0, -0.1], [0.6, -0.3, 0.4], [0.0, 0.3, 0.1], [-2.8, -2.8, -0.8], [-2.5, -0.3, -0.4], [-0.8, -0.9, 1.1], [0.4, 0.9, -0.6], [-0.9, -3.2, -1.4], [-0.3, -2.5, -1.5], [-1.4, -2.4, 2.4], [0.6, -0.1, 2.1], [2.9, 3.9, -2.8], [-2.4, -2.3, -0.2], [-0.1, 0.1, 0.1], [0.1, 0.1, -0.2], [-1.2, -3.3, 1.4], [-1.1, -0.7, -0.2], [-0.9, -0.3, 0.5], [-1.2, 0.3, -2.6], [8.9, -3.1, 1.1], [0.0, -0.3, -0.6], [-2.2, 3.3, 0.1], [-0.7, -0.8, -0.6], [2.2, -0.3, 2.5], [0.8, 0.0, -0.4], [-0.8, 0.9, 1.3], [3.6, 3.8, -3.0], [0.0, -2.1, -1.3], [-3.7, 1.1, 4.7], [1.5, -1.0, 0.7], [0.3, 0.2, 1.6], [-1.5, -2.7, 0.3], [1.6, 1.0, -3.0], [-1.2, -0.7, 0.1], [1.2, 1.1, 2.8], [-1.2, -0.4, 1.5], [-0.5, -1.3, 6.4], [0.1, 0.0, 0.8], [-1.2, -1.0, 2.6]], "mulliken_charge": [3.7970, -0.6200, -2.4717, -0.2115, -0.9856, -0.3870, -0.4554, -1.5061, 0.6133, -0.5919, -0.1810, -0.4903, 0.3602, 0.3847, 0.3461, 0.3692, -0.9191, 1.4352, 0.5994, 0.9051, -0.2679, -0.7297, 0.0004, -0.9788, -2.0136, 0.7101, -0.4317, 0.3239, 0.3066, 0.4183, 0.3293, 0.9743, -0.3919, -0.7382, 0.0124, -1.0154, 0.8465, 0.2832, -0.1432, 0.3064, 0.3261, 0.3263, 0.3059, -0.2073, 1.1633, -0.6927, 0.1132, -1.6048, 0.4585, 0.2565, -0.3746, 0.2384, 0.4257, 0.3218, 0.4048, -0.4401, -1.3631, -0.7375, 0.1506, -0.9824, 0.0196, 0.9330, 1.3058, -0.0535, 0.3674, 0.2954, 0.3316, -1.2041, 0.4654, -0.6391, 0.0128, 0.3705, 0.3595, 0.2496, 0.3328, 0.2770, -0.9569, 0.0191, -0.0307, 0.0088, 0.1328, -0.4366, 1.0720, -0.5520, -0.6092, -0.4530, 0.3474, 0.2555, -0.3147, 0.3944, 0.2777, -0.1069, -0.3494, 1.1272, -0.6559, -0.6052, -0.5542, 0.4864, 0.2950, -0.5464, 0.2286, 1.9445, 0.5501, -0.5727, 0.9808, -0.6898, -0.4403, -0.8253, 0.5971, -1.0207, 0.0552, 0.6436]}

Record 2
{"formula": "BF4H18O9", "method": "ωB97M-V with the def2-TZVPD basis set", "total_energy_ev": -30276.012, "homo_lumo_gap_ev": 10.712, "total_charge": -1, "e_above_lowest_ev": 0.3964, "lumo_energy_ev": 2.7, "elements": ["B", "F", "F", "F", "F", "O", "H", "H", "O", "H", "H", "O", "H", "H", "O", "H", "H", "O", "H", "H", "O", "H", "H", "O", "H", "H", "O", "H", "H", "O", "H", "H"], "xyz": [[5.461396, 19.384730, 20.699921], [6.583325, 19.109669, 19.923462], [4.738100, 18.172689, 20.803707], [5.892359, 19.958367, 21.903702], [4.568066, 20.319911, 20.104531], [1.227657, 18.610550, 21.249883], [0.844689, 19.260097, 20.652282], [2.092760, 18.406129, 20.868185], [5.432547, 16.476336, 18.342177], [4.886180, 17.012429, 17.757230], [5.600222, 17.045138, 19.101359], [7.942704, 21.391063, 19.670362], [7.308275, 20.848269, 20.163024], [8.634827, 20.774848, 19.418158], [3.151756, 18.427549, 18.200028], [3.871232, 18.882546, 18.673850], [2.415784, 19.045065, 18.249259], [7.955748, 19.739267, 23.693973], [7.957406, 19.000391, 24.310819], [7.378975, 19.450054, 22.966155], [7.344228, 15.342304, 21.092795], [6.544575, 15.557199, 20.592512], [8.068314, 15.636718, 20.531229], [3.364253, 15.837597, 20.838461], [2.824838, 15.934967, 20.047887], [3.791475, 16.706154, 20.942697], [5.082639, 20.812466, 25.286288], [5.850831, 20.759892, 25.862495], [5.453378, 20.904153, 24.396340], [4.324599, 22.620769, 21.809519], [5.196114, 23.028241, 21.833382], [4.409259, 21.906821, 21.154165]], "forces_ev_per_angstrom": [[-0.4, 0.2, 0.2], [-0.1, -0.1, -0.3], [0.2, 0.3, 0.5], [-0.2, -0.5, 0.0], [0.3, -0.2, -0.4], [0.0, 0.0, -0.2], [0.1, 0.0, 0.1], [-0.1, 0.0, 0.1], [0.2, -0.1, -0.2], [-0.1, 0.0, 0.1], [-0.1, 0.1, 0.0], [0.0, 0.4, 0.2], [0.4, 0.1, -0.3], [-0.1, -0.1, 0.0], [0.2, 0.1, 0.1], [-0.4, 0.0, -0.1], [0.1, 0.0, -0.1], [0.0, -0.2, 0.0], [0.0, 0.0, -0.1], [0.1, 0.3, 0.2], [0.0, 0.0, -0.1], [0.1, -0.1, 0.1], [-0.1, 0.0, 0.0], [0.0, 0.2, 0.2], [0.1, 0.0, -0.1], [-0.2, -0.5, -0.1], [0.1, 0.1, 0.0], [0.0, 0.0, -0.1], [-0.1, -0.1, 0.1], [0.0, 0.0, -0.2], [0.0, -0.1, 0.0], [0.0, 0.1, 0.3]], "nbo_charge": [1.3441, -0.5627, -0.5859, -0.5669, -0.5815, -0.9381, 0.4559, 0.4810, -0.9616, 0.4788, 0.4789, -0.9570, 0.4861, 0.4617, -0.9685, 0.4939, 0.4695, -0.9652, 0.4602, 0.4964, -0.9473, 0.4841, 0.4637, -0.9643, 0.4660, 0.4879, -0.9494, 0.4586, 0.4906, -0.9626, 0.4621, 0.4916]}

Record 3
{"formula": "C9H21AlF3IOP2", "method": "ωB97M-V with the def2-TZVPD basis set", "total_energy_ev": -53130.549, "homo_lumo_gap_ev": [5.600, 5.563], "total_charge": 2, "e_above_lowest_ev": 4.1246, "lumo_energy_ev": [-11.1, -10.9], "elements": ["C", "I", "H", "H", "H", "Al", "P", "C", "C", "H", "H", "H", "H", "H", "H", "C", "H", "H", "H", "P", "C", "C", "H", "H", "H", "C", "H", "H", "H", "H", "H", "H", "C", "O", "F", "C", "F", "F"], "xyz": [[-1.159767, 1.565019, -0.461901], [1.320203, 3.140978, 0.459773], [-1.626058, 0.570456, -0.528223], [-1.321479, 1.865302, -1.504328], [-1.898388, 2.118548, 0.116652], [0.512796, 0.822714, 0.077004], [0.135046, -0.012768, -2.256289], [1.450705, 0.750288, -3.261811], [0.308458, -1.763165, -2.546603], [0.296079, -1.993423, -3.610932], [-1.182146, 0.160342, -4.262202], [-0.464945, -2.331223, -2.060012], [-2.162015, -0.350266, -2.873542], [2.474689, 0.538574, -2.850539], [1.205095, -2.171914, -2.123279], [-1.401610, 0.331828, -3.222680], [1.369615, 0.334091, -4.308969], [-1.821237, 1.327989, -3.112946], [1.337894, 1.862309, -3.380121], [-0.719589, 0.010831, 2.192746], [0.184097, 0.768639, 3.589937], [-2.480763, 0.341314, 2.567344], [-1.195806, -2.360434, 1.849748], [-1.030885, -1.982686, 3.570691], [0.360144, -2.169023, 2.519173], [-0.644475, -1.787227, 2.575000], [-3.117818, -0.357068, 2.000683], [-2.628217, 0.203666, 3.651390], [-0.244988, 0.371264, 4.538452], [0.031293, 1.871094, 3.643872], [-2.792686, 1.372138, 2.327189], [1.277255, 0.545845, 3.586660], [3.699200, 0.969135, 0.725462], [4.841813, 0.807934, 0.900649], [2.536933, -1.093819, -0.613135], [1.515859, -0.973814, 0.314134], [0.877200, -2.199577, 0.211819], [2.158497, -1.103888, 1.559136]], "forces_ev_per_angstrom": [[-3.3, 0.3, -1.4], [0.4, 0.7, 0.1], [-0.3, -0.1, 0.3], [0.6, 0.6, 0.6], [0.6, 0.3, 0.6], [0.3, -1.6, 1.0], [0.5, 0.0, -2.7], [0.8, 0.7, -0.6], [0.2, -0.8, 0.3], [-0.1, 0.3, -0.2], [0.2, -0.2, -0.4], [-0.7, -0.1, 0.1], [-0.3, -0.4, -0.1], [-1.0, 0.1, -0.4], [0.6, 0.0, 0.0], [0.1, 0.3, 1.2], [0.1, 0.2, 1.1], [0.2, 0.1, -0.2], [0.0, -1.0, 0.3], [-0.1, -0.7, 1.8], [0.3, 0.6, 0.7], [-0.2, 0.6, -0.6], [-0.5, -0.1, -0.3], [-0.2, 0.3, 0.1], [0.4, 0.1, 0.2], [0.3, 0.3, -0.4], [0.2, 0.2, 0.3], [0.1, -0.1, -0.4], [0.3, 0.1, -0.6], [0.1, -0.7, -0.2], [0.2, -0.4, 0.1], [-0.8, 0.1, -0.2], [5.7, -0.5, 0.9], [-5.4, 0.7, -0.8], [-0.7, 0.6, 0.6], [2.3, -2.9, 0.8], [-0.2, 1.8, -0.1], [-0.8, 0.8, -1.3]], "nbo_charge": [-1.1772, 0.4129, 0.2388, 0.2469, 0.2755, 1.0103, 1.1083, -0.9881, -0.9869, 0.2868, 0.2829, 0.2736, 0.2640, 0.2811, 0.2888, -0.9236, 0.2913, 0.2581, 0.2756, 1.0068, -0.9695, -0.9429, 0.2599, 0.2729, 0.2756, -0.9284, 0.2695, 0.2836, 0.2816, 0.2643, 0.2622, 0.2766, 0.4934, -0.4109, -0.3477, 0.6274, -0.3437, -0.3498]}